Entry 1:
19
Properties=species:S:1:pos:R:3:forces:R:3 method="wB97M-V/def2-TZVPD" total_energy_ha=-381.44981 de_lowest_ev=1.7717 smiles=NCC(O)O.CN largest_force_ev_per_a=5.163 homo_lumo_gap_ev=9.3 lumo_energy_ev=0.8 homo_energy_ev=-8.51
N 1.587064 0.127882 -1.285398 -0.1 0.0 -0.1
C 1.735818 1.142128 -0.249218 -0.1 0.0 0.3
C 1.591245 0.429746 1.097596 -0.7 0.8 -1.6
O 2.415627 -0.673699 1.167661 -0.6 0.0 0.2
O 0.071580 0.060001 1.178985 4.7 -0.1 2.2
H 1.738214 0.520588 -2.206486 0.0 -0.1 0.1
H 0.644522 -0.248055 -1.255262 0.0 0.1 -0.1
H 2.739996 1.567765 -0.320265 -0.1 0.0 0.1
H 1.006106 1.961389 -0.300529 0.1 -0.1 0.0
H 1.851943 1.093553 1.934129 -0.4 -0.3 -0.1
H 2.414427 -1.070176 0.278175 0.0 0.1 0.0
H 0.318776 -0.362428 2.046555 -1.9 -0.1 -0.8
C -2.713433 -0.847164 -0.826105 0.0 0.1 0.0
N -2.522878 -0.656798 0.598101 2.2 0.6 1.0
H -2.470000 0.031392 -1.442541 0.0 -0.1 -0.1
H -2.098795 -1.684928 -1.157234 0.0 0.0 -0.1
H -3.758384 -1.106480 -1.015924 0.1 0.0 -0.1
H -1.475474 -0.417859 0.841111 -3.2 -0.6 -1.0
H -3.076355 0.133143 0.916648 0.1 -0.1 0.0

---

Entry 2:
12
Properties=species:S:1:pos:R:3:forces:R:3 method="wB97M-V/def2-TZVPD" total_energy_ha=-1312.44762 de_lowest_ev=0.3398 smiles=C1SCSCS1 largest_force_ev_per_a=1.668 homo_lumo_gap_ev=9.3 lumo_energy_ev=0.7 homo_energy_ev=-8.59
C 0.103531 0.576330 -1.521134 0.6 0.2 0.9
S -1.428869 -0.302805 -1.268964 -0.7 0.2 -1.0
C -1.247734 -0.900797 0.389824 0.9 0.3 0.5
S 0.497116 -1.469530 0.675757 -0.4 1.5 0.6
C 1.104518 0.260466 1.094716 -0.5 0.0 0.3
S 0.598709 1.593981 -0.095654 0.0 -0.6 0.1
H 0.918119 -0.099781 -1.749747 0.0 -0.1 -0.1
H -0.011601 1.276538 -2.325875 -0.2 0.2 -0.5
H -1.442733 -0.087777 1.118923 0.0 -0.7 -0.3
H -1.974823 -1.708803 0.460013 0.2 0.0 0.4
H 0.683349 0.611694 2.080240 0.5 -0.6 -0.9
H 2.200417 0.250485 1.141899 -0.4 -0.3 0.0

---

Entry 3:
16
Properties=species:S:1:pos:R:3:forces:R:3 method="wB97M-V/def2-TZVPD" total_energy_ha=-1103.08080 de_lowest_ev=6.7899 largest_force_ev_per_a=3.408 homo_lumo_gap_ev=3.5 lumo_energy_ev=-6.4 homo_energy_ev=-9.94
S -2.184638 0.233919 0.841488 0.4 -0.2 0.4
S 2.070020 -0.257523 1.077860 -0.9 0.8 -0.7
H -3.257608 1.022865 1.002116 0.1 0.2 0.2
H 2.657158 -1.075136 1.898316 0.5 -0.8 0.9
H -0.299829 1.735972 1.338286 1.6 1.8 0.6
H 1.193355 1.911734 1.344752 1.6 -0.7 -0.3
O 0.436444 2.410254 1.566662 -3.3 -0.7 -0.2
H -0.651137 -1.659706 0.997422 0.9 -1.7 -0.7
H 0.724194 -2.231544 0.495883 -1.1 -0.3 0.0
O -0.215283 -2.496526 0.640980 0.1 1.7 0.6
H 2.542700 0.155931 -1.060914 0.1 0.0 -1.4
H 2.172446 0.562386 -2.525646 -0.3 0.2 0.0
O 2.816589 0.084006 -2.006026 0.2 -0.2 1.0
H -3.243280 -0.091087 -2.372541 0.2 -0.2 -0.5
H -2.420423 -0.001027 -1.142948 0.8 -0.4 -1.4
O -2.340706 -0.304518 -2.095694 -0.9 0.6 1.2

---

Entry 4:
101
Properties=species:S:1:pos:R:3:forces:R:3 method="wB97M-V/def2-TZVPD" total_energy_ha=-6998.85245 largest_force_ev_per_a=7.480 homo_lumo_gap_ev=1.5 lumo_energy_ev=-4.9 homo_energy_ev=-6.34 charge=+1
C 4.454585 1.480955 -1.944198 0.0 0.2 0.2
C 3.790483 2.343337 -3.136448 1.7 -0.1 0.2
O 2.775935 3.257060 -2.682750 -1.2 -4.8 -1.1
C 1.440023 2.710569 -2.825105 -0.6 0.1 0.1
C 0.442545 3.910218 -3.281657 1.8 -1.8 -0.6
O -0.549740 4.056536 -2.241292 -1.5 0.2 -0.8
C -1.838239 4.374091 -2.792369 0.2 0.6 -0.8
C -2.797123 3.112805 -2.965892 -2.4 -1.4 0.0
C -2.209592 1.748344 -3.320216 1.2 0.2 -0.6
N -2.832675 0.518524 -3.558039 1.1 5.3 1.4
N -4.153702 0.655663 -3.426750 -2.3 0.4 0.9
P -5.071520 -0.887994 -3.770874 -2.5 -1.2 -1.3
C -4.223188 -1.620489 -5.297968 1.2 0.2 1.1
C -4.981238 -2.060326 -2.292105 1.0 -1.0 0.3
C -4.914270 1.757230 -3.078500 0.1 1.3 0.3
Cl -6.726885 1.585176 -2.935396 2.6 0.3 -0.1
C -4.330504 3.141438 -2.798602 3.6 -3.0 -0.7
S -5.246331 4.664159 -2.358147 -2.6 4.7 -5.2
O -6.673405 4.702714 -2.822788 3.3 -1.7 2.1
O -4.574205 5.887834 -2.953976 -0.3 -3.9 2.6
C -5.310371 4.988180 -0.494375 -0.3 0.8 2.1
F -6.244977 6.016835 -0.234525 2.8 -3.0 -0.7
F -4.022169 5.397602 -0.035637 -3.2 -0.9 -0.9
F -5.706937 3.823990 0.208662 1.0 2.6 -1.3
H 4.735723 2.185712 -1.080591 -0.5 -1.0 -1.3
H 5.416463 0.944991 -2.272153 -1.4 0.9 0.2
H 3.761328 0.675519 -1.531660 0.7 1.1 -0.6
H 4.643092 2.990373 -3.559936 -1.3 -0.8 0.6
H 3.465658 1.654321 -3.987802 0.1 1.0 1.2
H 1.375983 1.853475 -3.591997 0.3 1.4 0.9
H 1.129929 2.249968 -1.819368 0.1 0.8 -1.2
H -0.008271 3.553881 -4.275872 0.3 0.5 1.0
H 1.078100 4.836310 -3.463880 -1.0 -1.0 0.6
H -1.658694 4.794174 -3.853349 -0.7 -0.7 1.4
H -2.308675 5.235693 -2.203103 0.4 -1.6 -0.7
H -1.063746 1.716509 -3.413247 -2.1 0.1 0.0
H -3.118197 -1.820853 -5.049558 -1.7 0.3 -1.0
H -4.758039 -2.599190 -5.544333 0.6 1.5 0.3
H -4.331324 -0.848431 -6.139271 0.5 -1.4 1.0
H -3.975947 -2.620801 -2.255164 -1.3 0.9 0.3
H -5.257607 -1.595897 -1.288874 0.5 -0.4 -1.4
H -5.771537 -2.877853 -2.487274 1.1 1.5 0.0
C -2.868660 2.865469 1.202643 0.1 0.0 0.3
C -2.721076 3.223598 2.480419 -0.1 -0.1 -0.3
C -2.174952 2.284613 3.481015 -0.1 0.8 0.4
O -2.039890 2.603270 4.645193 0.1 -0.4 -0.2
C -1.796988 0.933391 3.011132 0.1 1.3 -0.4
C -1.944767 0.575441 1.733681 0.2 -0.1 0.6
C -2.492058 1.518251 0.734433 -0.2 0.4 -0.7
O -2.620317 1.186164 -0.423679 0.0 -0.2 0.4
H -3.266153 3.538903 0.457947 0.2 -0.2 0.1
H -2.992028 4.208577 2.839404 0.0 0.0 0.0
H -1.397458 0.259268 3.755774 0.5 3.6 0.1
H -1.672941 -0.410962 1.370881 0.0 0.2 -0.5
F -2.801607 -1.711750 -7.391535 -0.2 -0.1 0.1
K -1.746384 -1.405299 3.491739 -0.4 -5.4 0.2
O -0.775322 2.632235 -5.937934 0.0 -0.1 1.3
H -1.565929 3.163110 -5.833822 -0.4 0.3 -0.4
O -7.683703 1.241905 1.502348 0.1 0.1 -0.1
H -8.485634 1.573348 1.080005 0.1 -0.1 0.1
H -6.998168 1.857698 1.217596 -0.1 0.0 0.0
C 5.258974 -3.845017 3.321364 -0.1 0.2 -0.4
C 3.805613 -3.602216 3.678798 1.2 0.1 0.1
C 2.834652 -4.434682 2.885142 0.0 0.1 -0.4
O 1.663167 -3.634592 2.904119 0.0 0.1 0.2
C 2.086605 -2.338202 3.016941 0.0 1.0 -0.1
O 1.385630 -1.383496 2.854925 0.0 -0.9 0.3
O 3.407787 -2.281631 3.329163 -1.0 -0.2 -0.2
H 5.883866 -3.015325 3.657109 0.0 -0.2 0.2
H 5.628103 -4.771777 3.776476 0.2 0.1 0.1
H 5.393486 -3.921081 2.238519 -0.1 0.0 0.1
H 3.657187 -3.722137 4.759693 -0.1 0.0 0.0
H 2.643992 -5.412437 3.336479 -1.2 0.4 -0.3
H 3.134051 -4.576266 1.841354 0.1 0.0 0.1
Li 3.919912 -6.232440 3.898426 1.0 -1.4 1.0
C 2.803557 -10.778059 6.150451 -0.7 -0.9 0.1
C 4.174275 -10.983632 6.715097 0.1 -0.9 0.7
O 4.938715 -9.972564 6.065648 -0.5 1.4 -0.6
C 4.079624 -9.001134 5.690704 -0.1 -0.9 0.4
O 4.423316 -7.922363 5.264906 -0.3 0.6 -0.6
O 2.790492 -9.383943 5.851586 1.3 0.8 0.0
H 2.016595 -11.031806 6.861138 0.0 0.3 -0.1
H 2.641033 -11.339220 5.225933 0.0 0.1 0.0
H 4.212983 -10.817103 7.794835 0.0 0.1 -0.1
H 4.571936 -11.974704 6.495631 0.1 0.2 -0.1
C 5.177745 7.667908 -0.997552 0.3 0.5 -0.1
C 3.940151 8.263663 -1.651271 -0.3 -0.1 0.5
O 3.855257 7.632072 -2.927537 0.8 -0.3 0.0
S 4.439741 6.119239 -2.812108 -0.5 0.0 -0.1
O 3.337071 5.215781 -2.642375 2.2 3.4 -0.2
O 5.437727 5.942214 -3.822683 -0.8 0.0 0.6
O 5.180568 6.291081 -1.376421 -0.5 0.0 -0.4
H 6.089789 8.129983 -1.385635 -0.1 0.0 0.0
H 5.157212 7.763381 0.088541 0.0 -0.2 -0.1
H 4.008312 9.345834 -1.761517 0.0 -0.1 -0.2
H 3.036228 8.011871 -1.088523 0.1 0.1 0.0
C -0.558016 -7.993862 3.620394 -0.5 -0.6 -0.1
Cl 0.134422 -6.393730 3.260755 0.0 0.0 0.0
Cl -1.627816 -7.870056 5.030678 0.3 0.0 -0.3
Cl -1.485336 -8.564963 2.221046 0.3 0.2 0.3
Cl 0.756208 -9.136423 3.970397 -0.4 0.4 -0.3

---

Entry 5:
13
Properties=species:S:1:pos:R:3:forces:R:3 method="wB97M-V/def2-TZVPD" total_energy_ha=-249.28296 de_lowest_ev=5.1779 largest_force_ev_per_a=1.135 homo_lumo_gap_ev=9.2 lumo_energy_ev=0.5 homo_energy_ev=-8.69
C -1.425017 -0.891081 -0.652158 0.2 0.0 -0.1
C -1.320644 -0.498170 0.687232 -0.1 0.1 -0.3
C 1.536928 -0.102837 0.968699 0.0 0.2 -0.1
C 1.486314 1.070557 0.334338 0.0 -0.2 0.1
C 1.077776 1.167855 -1.039290 -0.3 0.0 -0.9
N 0.714696 1.242437 -2.138005 0.4 -0.1 1.1
H -1.670626 -0.240179 -1.501267 0.0 -0.1 0.2
H -2.328662 -1.194206 0.166754 -0.1 0.0 0.0
H -1.110350 -1.899526 -0.938983 -0.1 0.1 0.1
H -1.681096 0.544415 0.747682 0.0 -0.1 0.0
H 1.299426 -1.036447 0.472240 0.1 0.2 0.1
H 1.808553 -0.156202 2.017775 0.0 0.0 -0.2
H 1.718215 2.005507 0.835414 -0.1 -0.1 -0.1